ORCA calculation (ωB97M-V/def2-TZVPD) on a cluster of 9 separate species, C19H58N2O13 in total.

Results
SMILES: COC[C@H](C)N.COC[C@H](C)N.OCCO.OCCO.OCCO.OCCO.CO.CO.CO
HOMO-LUMO gap, eV: 9.014
HOMO, Eh: -0.3252
LUMO level, eV: 0.16

Structure (XYZ):
```
92
C19H58N2O13 | the Open Molecules 2025 dataset | ωB97M-V/def2-TZVPD
O -2.642 -1.267 -2.164
O -0.849 4.902 3.903
O 2.938 3.765 0.590
O -0.577 -2.682 3.811
O 0.218 -1.260 -3.467
O 0.650 1.410 -4.623
O 1.889 6.091 -0.332
O 1.755 -2.006 -1.050
O -0.228 -0.084 -0.284
O -4.511 -1.869 1.525
O -2.497 3.173 -3.484
O -0.062 -5.265 1.954
O 6.105 0.072 -1.292
N 4.893 1.526 1.157
N -5.530 -2.802 4.789
C 1.501 -2.805 -2.137
C -0.787 4.677 2.528
C 1.511 4.858 -0.914
C 0.665 -4.014 1.962
C 6.035 0.043 -2.700
C -5.629 -2.732 3.403
C 2.665 3.830 -0.813
C 3.762 -0.576 1.634
C -4.105 -0.653 0.966
C 1.416 -1.995 -3.450
C 4.941 0.071 0.901
C -1.469 2.173 -3.609
C -0.233 -2.807 2.436
C -3.348 -2.518 -2.002
C 0.548 0.787 0.524
C -4.472 -2.023 2.926
C 4.893 -0.267 -0.626
C -0.318 2.564 -4.488
C -6.996 -2.159 3.009
H -0.917 5.596 1.956
H 0.691 0.257 1.466
H 0.607 -3.405 -1.969
H -1.743 -1.503 -2.406
H -1.097 -2.732 1.775
H 2.190 5.884 0.556
H -3.020 3.129 -4.288
H 1.037 -1.386 -0.905
H -0.563 -5.347 1.139
H -4.973 -0.006 1.095
H 4.642 -1.312 -0.807
H 0.424 -0.484 -3.993
H 3.538 4.172 -1.368
H 3.518 3.019 0.757
H 1.160 5.065 -1.925
H 0.570 4.582 -0.438
H -1.986 1.386 -4.158
H -1.488 3.974 2.077
H 5.627 -0.878 -3.116
H 5.443 0.818 -3.188
H 0.202 4.231 2.421
H -6.933 -1.250 2.411
H -0.063 3.583 -4.196
H 3.172 -1.259 1.022
H -1.103 0.269 -0.462
H -4.483 -1.044 3.404
H -1.772 5.017 4.138
H 1.600 -4.100 2.517
H 1.518 1.007 0.080
H -0.787 2.992 -5.374
H -6.071 -2.018 5.126
H -4.013 -0.753 -0.115
H -1.066 1.791 -2.671
H 5.854 -0.365 1.308
H 2.316 -1.380 -3.434
H 2.297 -3.546 -2.066
H 5.659 1.883 0.604
H 6.983 0.107 -3.235
H -5.502 -3.750 3.037
H 1.102 1.489 -5.466
H -3.237 -0.188 1.433
H -7.475 -2.847 2.312
H -4.383 -2.250 -1.789
H 2.511 2.828 -1.215
H 0.965 -3.847 0.927
H -2.978 -2.852 -1.033
H -7.653 -1.904 3.840
H 4.036 -1.051 2.575
H 5.375 1.651 2.036
H 4.138 0.284 -1.188
H 0.233 -2.706 4.327
H -3.104 -3.193 -2.822
H 1.504 -2.611 -4.345
H -4.577 -2.719 5.112
H -3.541 -2.576 3.050
H 3.044 0.235 1.754
H 0.094 1.746 0.774
H 0.342 -1.885 2.361
```